1.
A 9-piece molecular cluster, C27H55FN3O11S3 overall, computed with ωB97M-V/def2-TZVPD.

```
100
C27H55FN3O11S3 ωB97M-V/def2-TZVPD
C -0.79 -3.46 -1.64
C 0.39 -3.75 -2.60
O 0.44 -4.70 -3.29
N 1.43 -2.69 -2.40
H 0.85 -1.82 -2.33
H 1.73 -2.64 -1.51
C 2.62 -2.89 -3.28
H -1.48 -2.91 -2.27
H -0.53 -2.85 -0.89
H -1.27 -4.39 -1.47
H 2.19 -2.81 -4.29
H 3.14 -3.75 -3.26
H 3.46 -2.12 -3.13
C 2.37 -3.10 3.58
C 2.26 -4.44 2.83
O 2.87 -5.39 3.21
N 1.58 -4.40 1.44
H 0.64 -4.26 1.85
H 1.97 -3.74 0.83
C 1.67 -5.77 0.69
H 2.82 -2.23 2.93
H 2.86 -2.95 4.53
H 1.37 -2.69 3.63
H 0.85 -5.60 0.07
H 1.46 -6.76 1.15
H 2.50 -5.65 0.25
C 2.50 1.30 -0.48
C 1.40 0.88 0.43
O 1.29 1.36 1.52
N 0.62 -0.38 0.16
H 0.24 -0.44 -0.90
H 1.25 -1.19 0.03
C -0.59 -0.55 1.04
H 3.04 1.96 -0.06
H 1.78 1.53 -1.39
H 3.18 0.54 -0.68
H -1.04 -1.61 0.52
H -1.31 0.30 0.99
H -0.49 -0.64 2.10
O 2.23 -2.45 -0.02
H 3.18 -2.52 -0.10
O 0.04 -0.54 -2.36
H -0.57 -0.45 -3.09
F -1.31 2.04 -0.34
C -1.40 3.28 0.31
C -0.78 4.45 -0.33
C -1.01 5.68 0.23
C -1.45 5.86 1.48
C -2.01 4.70 2.10
C -1.91 3.34 1.62
H -0.32 4.25 -1.29
H -0.71 6.50 -0.48
H -1.67 6.75 2.06
H -2.47 4.64 3.26
H -2.02 2.47 2.21
C -0.64 2.07 6.13
C 0.33 2.54 5.09
C 1.65 1.92 5.26
S 1.11 0.23 5.45
O 2.01 -0.47 6.24
O 0.80 -0.30 4.17
C -0.44 0.43 6.14
H -1.61 2.55 6.22
H -0.48 2.36 7.12
H 0.73 3.60 5.32
H -0.09 2.59 3.95
H 2.19 2.15 6.02
H 2.09 2.15 4.37
H -0.27 -0.21 7.09
H -1.14 -0.11 5.45
C -4.36 -1.34 -0.94
C -3.72 0.02 -1.24
C -4.76 0.85 -0.60
S -4.92 0.27 1.04
O -6.34 0.22 1.40
O -3.85 0.83 1.80
C -4.43 -1.37 0.56
H -3.47 -2.15 -1.36
H -5.01 -1.58 -1.67
H -3.58 0.25 -2.21
H -2.81 0.19 -0.87
H -5.74 0.76 -1.22
H -4.14 1.74 -0.51
H -5.19 -2.16 0.91
H -3.51 -1.60 1.15
C 1.36 2.75 -6.67
C 0.61 2.93 -5.46
C 0.61 1.66 -4.74
S 2.12 0.86 -4.88
O 2.01 -0.48 -5.29
O 3.12 1.18 -3.85
C 2.59 1.87 -6.23
H 1.71 3.69 -6.86
H 0.83 2.34 -7.56
H -0.44 3.45 -5.51
H 1.27 3.60 -4.84
H -0.32 1.12 -4.63
H 0.67 1.93 -3.76
H 2.85 1.19 -7.04
H 3.54 2.19 -6.17
```

Summary:
LUMO level ... -2.464 eV
Relative energy (zero: lowest compared OMol25 entry of this formula, charge and spin) ... 0.0 kcal per mole
E ... -91086.934 eV
Total charge ... +1
Kohn-Sham gap ... 8.8 eV

2.
A 2-piece molecular cluster, C2H4S4 overall, computed with ωB97M-V/def2-TZVPD.

```
10
C2H4S4 ωB97M-V/def2-TZVPD
S 1.32 1.44 -1.42
C 0.52 1.65 -0.04
S 1.15 2.09 1.52
H -0.56 1.52 0.02
H 2.43 2.17 1.14
S -1.19 -3.36 0.43
C -0.49 -2.02 -0.15
S -1.25 -0.58 -0.73
H 0.59 -1.93 -0.22
H -2.52 -0.98 -0.53
```

Summary:
SMILES string ... S=CS.S=CS
LUMO level ... -0.536 eV
Relative energy (zero: lowest compared OMol25 entry of this formula, charge and spin) ... 11.1 kcal per mole
E ... -45478.198 eV
Total charge ... 0
Kohn-Sham gap ... 8.4 eV